Entry w
This record from OMol25 describes C5H4O3 in the gas phase. The level of theory is ωB97M-V/def2-TZVPD.

```
! wB97M-V def2-TZVPD RIJCOSX def2/J DEFGRID3
* xyz 0 1
C 1.50 -0.35 0.49
C -0.57 -0.35 -0.38
C -1.05 -0.46 -1.62
O 0.53 -1.16 0.00
O 2.71 -0.90 0.27
C -1.11 0.60 0.59
C -1.81 1.23 1.34
O 1.40 0.73 1.08
H 3.33 -0.22 0.61
H -0.59 -1.14 -2.32
H -1.89 0.14 -1.95
H -2.45 1.88 1.90
*
```

Output
molecular weight	112.08	g mol⁻¹
HOMO-LUMO gap	10.1	eV
E_LUMO	0.69	eV
highest occupied orbital energy	-9.45	eV

Now the natural (NBO) charges, all in e:
1. C 0.9723
2. C 0.2063
3. C -0.3788
4. O -0.4744
5. O -0.6597
6. C -0.0723
7. C -0.1677
8. O -0.6122
9. H 0.5053
10. H 0.2182
11. H 0.2246
12. H 0.2383

=====

Entry x
This record from OMol25 describes C5H4O3 as an isolated structure. The level of theory is ωB97M-V/def2-TZVPD.

```
! wB97M-V def2-TZVPD RIJCOSX def2/J DEFGRID3
* xyz 0 1
C 0.94 -0.91 -0.27
C 0.97 0.49 0.35
C -0.41 -1.01 0.36
C -1.20 0.12 -0.36
C -0.15 1.18 -0.38
H 1.92 0.93 0.73
H -0.93 -1.88 0.67
H -1.94 -0.05 -1.14
H -0.05 1.86 -1.28
O 1.83 -1.71 -0.59
O 0.31 -0.39 1.43
O -1.29 1.36 0.48
*
```

Output
molecular weight	112.08	g mol⁻¹
HOMO-LUMO gap	10.9	eV
E_LUMO	0.75	eV
highest occupied orbital energy	-10.17	eV

Now the natural (NBO) charges, all in e:
1. C 0.5551
2. C -0.0387
3. C -0.0430
4. C 0.0093
5. C 0.0026
6. H 0.2405
7. H 0.2212
8. H 0.2210
9. H 0.2263
10. O -0.5209
11. O -0.4205
12. O -0.4529

=====

Entry y
This record from OMol25 describes C5H4O3 in the gas phase. The level of theory is ωB97M-V/def2-TZVPD.

```
! wB97M-V def2-TZVPD RIJCOSX def2/J DEFGRID3
* xyz 0 1
C 1.73 -0.61 0.02
C 0.50 -0.03 -0.13
C -0.06 1.24 -0.06
C -1.82 -0.28 -0.29
C -0.52 -0.98 -0.25
H 2.62 0.21 0.47
H 1.59 -1.73 0.27
H 0.50 2.03 -0.69
H 0.26 1.94 0.82
O -1.49 1.10 -0.20
O -2.95 -0.75 0.23
O -0.36 -2.13 -0.19
*
```

Output
molecular weight	112.08	g mol⁻¹
HOMO-LUMO gap	8.7	eV
E_LUMO	-1.57	eV
highest occupied orbital energy	-10.29	eV

Now the natural (NBO) charges, all in e:
1. C -0.2612
2. C -0.2261
3. C -0.1201
4. C 0.6558
5. C 0.4134
6. H 0.2154
7. H 0.2681
8. H 0.2251
9. H 0.2246
10. O -0.4639
11. O -0.4833
12. O -0.4481

=====

The computed energies, referenced to the most stable structure and given in kJ/mol, are entry w 0.0; entry x 157.4; entry y 183.9.

=====

Entry w
This record from OMol25 describes C5H4N2 in the gas phase. The level of theory is ωB97M-V/def2-TZVPD.

```
! wB97M-V def2-TZVPD RIJCOSX def2/J DEFGRID3
* xyz 0 1
C 2.91 -0.59 0.64
C 1.78 -0.28 0.38
C 0.44 0.09 0.03
C -0.69 -0.64 0.35
N -1.75 -0.06 -0.25
N -1.26 1.10 -0.83
C 0.07 1.25 -0.77
H 3.92 -0.87 0.84
H -0.81 -1.53 0.94
H -2.71 -0.10 0.07
H -1.89 1.64 -1.41
*
```

Output
molecular weight	92.10	g mol⁻¹
HOMO-LUMO gap	9.2	eV
E_LUMO	0.63	eV
highest occupied orbital energy	-8.54	eV

Now the natural (NBO) charges, all in e:
1. C -0.2251
2. C -0.0094
3. C -0.3023
4. C 0.0292
5. N -0.3872
6. N -0.3899
7. C 0.0053
8. H 0.2339
9. H 0.2289
10. H 0.4078
11. H 0.4088

=====

Entry x
This record from OMol25 describes C5H4N2 in the gas phase. The level of theory is ωB97M-V/def2-TZVPD.

```
! wB97M-V def2-TZVPD RIJCOSX def2/J DEFGRID3
* xyz 0 1
C 2.52 -0.06 -0.72
C 1.48 0.40 -0.35
C -0.15 0.11 1.41
C -1.21 -0.66 0.98
N -1.52 -0.36 -0.36
N -0.81 0.50 -0.94
C 0.17 0.85 0.14
H 3.45 -0.49 -1.04
H -1.80 -1.42 1.47
H -2.26 -0.79 -0.90
H 0.14 1.95 0.25
*
```

Output
molecular weight	92.10	g mol⁻¹
HOMO-LUMO gap	7.9	eV
E_LUMO	-0.56	eV
highest occupied orbital energy	-8.44	eV

Now the natural (NBO) charges, all in e:
1. C -0.2167
2. C 0.0163
3. C -0.1124
4. C -0.2747
5. N -0.1728
6. N -0.0757
7. C -0.3181
8. H 0.2413
9. H 0.2160
10. H 0.4147
11. H 0.2821

=====

Entry y
This record from OMol25 describes C5H4N2 in the gas phase. The level of theory is ωB97M-V/def2-TZVPD.

```
! wB97M-V def2-TZVPD RIJCOSX def2/J DEFGRID3
* xyz 0 1
C -1.08 -1.90 0.32
C 0.20 -1.52 0.39
C 0.20 -0.20 0.28
N 0.07 0.93 1.00
C 0.13 1.05 -0.48
C 1.36 1.39 -1.13
N 2.38 1.61 -1.64
H -1.52 -2.85 0.55
H -1.79 -1.10 0.07
H 0.85 1.20 1.58
H -0.80 1.39 -0.94
*
```

Output
molecular weight	92.10	g mol⁻¹
HOMO-LUMO gap (alpha / beta)	9.1 / 9.1	eV
E_LUMO (alpha / beta)	-0.03 / -0.03	eV
highest occupied orbital energy (alpha / beta)	-9.13 / -9.13	eV

Now the natural (NBO) charges, all in e:
1. C -0.3825
2. C -0.1771
3. C 0.3424
4. N -0.5258
5. C -0.2292
6. C 0.2346
7. N -0.2648
8. H 0.1914
9. H 0.1441
10. H 0.4109
11. H 0.2559

=====

Entry z
This record from OMol25 describes C5H4N2 in the gas phase. The level of theory is ωB97M-V/def2-TZVPD.

```
! wB97M-V def2-TZVPD RIJCOSX def2/J DEFGRID3
* xyz 0 1
C -0.49 -1.66 -1.65
C -1.05 -0.86 -0.90
C 0.19 -0.17 -0.40
N 0.39 1.26 -0.39
C 0.47 0.51 0.88
C -0.51 0.71 1.92
N -1.23 0.91 2.80
H 0.17 -2.14 -2.34
H 1.08 -0.71 -0.72
H -0.49 1.77 -0.45
H 1.48 0.36 1.24
*
```

Output
molecular weight	92.10	g mol⁻¹
HOMO-LUMO gap	9.5	eV
E_LUMO	-0.29	eV
highest occupied orbital energy	-9.84	eV

Now the natural (NBO) charges, all in e:
1. C -0.0502
2. C -0.1434
3. C -0.0723
4. N -0.5340
5. C -0.1923
6. C 0.2581
7. N -0.2938
8. H 0.2404
9. H 0.1772
10. H 0.3717
11. H 0.2387

=====

The computed energies, referenced to the most stable structure and given in kJ/mol, are entry w 0.0; entry x 179.7; entry y 133.0; entry z 149.4.

=====

Entry w
This record from OMol25 describes a 2-piece molecular cluster, C3H11NO3 overall. The level of theory is ωB97M-V/def2-TZVPD.

```
! wB97M-V def2-TZVPD RIJCOSX def2/J DEFGRID3
* xyz 0 1
C 0.16 -1.31 -0.08
C 1.65 -1.25 0.34
O 1.99 -0.17 1.19
N -0.50 -0.05 0.33
C -1.91 0.03 0.01
O -2.45 1.02 0.85
H -0.34 -2.15 0.42
H -0.01 -1.45 -1.15
H 1.97 -2.17 0.81
H 2.23 -1.17 -0.59
H 2.11 0.59 0.65
H -0.46 -0.07 1.35
H -2.43 -0.93 0.14
H -2.00 0.25 -1.06
H -3.27 1.32 0.47
H 1.46 3.00 -1.70
H 0.69 1.85 -1.11
O 1.11 2.67 -0.87
*
```

Output
molecular weight	109.12	g mol⁻¹
HOMO-LUMO gap	9.9	eV
E_LUMO	0.70	eV
highest occupied orbital energy	-9.20	eV

Now the natural (NBO) charges, all in e:
1. C -0.2545
2. C -0.0702
3. O -0.7092
4. N -0.6362
5. C 0.1099
6. O -0.7075
7. H 0.1634
8. H 0.1868
9. H 0.1803
10. H 0.1563
11. H 0.4818
12. H 0.3731
13. H 0.1161
14. H 0.1376
15. H 0.4739
16. H 0.4617
17. H 0.4750
18. O -0.9384

=====

Entry x
This record from OMol25 describes a 3-piece molecular cluster, C3H11NO3 overall. The level of theory is ωB97M-V/def2-TZVPD.

```
! wB97M-V def2-TZVPD RIJCOSX def2/J DEFGRID3
* xyz 0 1
C 0.50 -0.16 -1.53
N 1.63 -0.56 -0.77
C 2.83 0.25 -0.71
C 3.21 0.91 0.53
O -0.54 -0.75 -1.43
H 0.68 0.70 -2.24
H 1.78 -1.42 -0.24
H 2.80 1.08 -1.52
H 3.71 -0.36 -1.01
H 4.34 1.28 0.54
H 2.84 0.36 1.45
H 2.85 2.01 0.65
H -0.95 -0.56 0.79
H -2.15 -1.26 0.70
O -1.66 -0.74 1.35
H -4.90 1.13 0.85
H -4.15 0.38 1.90
O -5.00 0.81 1.80
*
```

Output
molecular weight	109.12	g mol⁻¹
HOMO-LUMO gap	11.0	eV
E_LUMO	0.72	eV
highest occupied orbital energy	-10.25	eV

Now the natural (NBO) charges, all in e:
1. C 0.5415
2. N -0.6484
3. C -0.2438
4. C -0.6398
5. O -0.6086
6. H 0.1331
7. H 0.4118
8. H 0.1979
9. H 0.1904
10. H 0.2294
11. H 0.2246
12. H 0.2136
13. H 0.4673
14. H 0.4680
15. O -0.9371
16. H 0.4632
17. H 0.4750
18. O -0.9382

=====

The computed energies, referenced to the most stable structure and given in kJ/mol, are entry w 11.6; entry x 0.0.

=====

Entry w
This record from OMol25 describes a 3-piece molecular cluster, C3H11NO3 overall. The level of theory is ωB97M-V/def2-TZVPD.

```
! wB97M-V def2-TZVPD RIJCOSX def2/J DEFGRID3
* xyz 0 1
C -0.53 -0.80 0.03
N -1.05 -1.89 -0.68
C -0.15 -2.73 -1.53
C -2.47 -2.05 -0.46
O 0.66 -0.63 0.10
H -1.34 -0.14 0.36
H 0.79 -2.16 -1.56
H -0.62 -2.63 -2.51
H -0.13 -3.73 -1.10
H -2.90 -1.13 -0.09
H -2.70 -2.66 0.41
H -3.05 -2.46 -1.32
H 1.57 3.92 2.64
H 0.79 4.71 3.59
O 0.63 4.15 2.82
H 3.28 3.94 0.33
H 3.58 2.67 -0.53
O 3.64 3.63 -0.51
*
```

Output
molecular weight	109.12	g mol⁻¹
HOMO-LUMO gap	9.7	eV
E_LUMO	0.56	eV
highest occupied orbital energy	-9.15	eV

Now the natural (NBO) charges, all in e:
1. C 0.5288
2. N -0.4460
3. C -0.4181
4. C -0.4123
5. O -0.6148
6. H 0.1175
7. H 0.2488
8. H 0.2000
9. H 0.2040
10. H 0.2043
11. H 0.1845
12. H 0.2032
13. H 0.4586
14. H 0.4630
15. O -0.9215
16. H 0.4659
17. H 0.4759
18. O -0.9418

=====

Entry x
This record from OMol25 describes a 3-piece molecular cluster, C3H11NO3 overall. The level of theory is ωB97M-V/def2-TZVPD.

```
! wB97M-V def2-TZVPD RIJCOSX def2/J DEFGRID3
* xyz 0 1
C 1.06 0.75 -1.71
C 1.08 -0.53 -0.85
C -0.06 -1.45 -1.19
O -0.81 -1.88 -0.35
N -0.29 1.08 -2.13
H 1.64 0.57 -2.61
H 1.52 1.58 -1.19
H 1.08 -0.29 0.21
H 2.03 -1.03 -1.03
H -0.28 -1.70 -2.23
H -0.45 2.01 -2.50
H -1.04 0.83 -1.49
H -1.90 -0.52 2.45
H -0.80 -0.92 1.43
O -1.28 -0.16 1.79
H 0.99 1.93 2.70
H 0.05 0.76 2.89
O 0.44 1.51 3.37
*
```

Output
molecular weight	109.12	g mol⁻¹
HOMO-LUMO gap	10.2	eV
E_LUMO	0.74	eV
highest occupied orbital energy	-9.44	eV

Now the natural (NBO) charges, all in e:
1. C -0.1978
2. C -0.5264
3. C 0.4469
4. O -0.5500
5. N -0.8698
6. H 0.1813
7. H 0.1818
8. H 0.2203
9. H 0.2409
10. H 0.1374
11. H 0.3753
12. H 0.3712
13. H 0.4802
14. H 0.4932
15. O -0.9696
16. H 0.4563
17. H 0.4868
18. O -0.9579

=====

Entry y
This record from OMol25 describes a 3-piece molecular cluster, C3H11NO3 overall. The level of theory is ωB97M-V/def2-TZVPD.

```
! wB97M-V def2-TZVPD RIJCOSX def2/J DEFGRID3
* xyz 0 1
C -1.22 1.87 0.74
C -2.12 0.98 -0.10
N -1.61 -0.14 -0.68
C -0.23 -0.57 -0.64
O -3.30 1.25 -0.18
H -1.81 2.77 0.83
H -1.03 1.38 1.68
H -0.27 2.11 0.28
H -2.29 -0.67 -1.20
H 0.10 -0.87 -1.63
H -0.03 -1.34 0.10
H 0.39 0.28 -0.37
H 3.95 -3.01 -4.09
H 3.89 -4.03 -2.96
O 4.07 -3.95 -3.90
H 0.59 2.08 4.17
H 0.05 0.66 4.02
O 0.85 1.19 3.92
*
```

Output
molecular weight	109.12	g mol⁻¹
HOMO-LUMO gap	10.1	eV
E_LUMO	0.43	eV
highest occupied orbital energy	-9.68	eV

Now the natural (NBO) charges, all in e:
1. C -0.7170
2. C 0.6751
3. N -0.6164
4. C -0.4121
5. O -0.6304
6. H 0.2463
7. H 0.2298
8. H 0.2169
9. H 0.4038
10. H 0.2022
11. H 0.1921
12. H 0.2081
13. H 0.4679
14. H 0.4679
15. O -0.9357
16. H 0.4710
17. H 0.4687
18. O -0.9380

=====

The computed energies, referenced to the most stable structure and given in kJ/mol, are entry w 89.0; entry x 60.9; entry y 0.0.

=====

Entry w
This record from OMol25 describes a 4-piece molecular cluster, C3H11NO3 overall. The level of theory is ωB97M-V/def2-TZVPD.

```
! wB97M-V def2-TZVPD RIJCOSX def2/J DEFGRID3
* xyz 0 1
C -2.12 -0.49 0.35
C -2.23 -0.85 -0.92
C -0.18 -1.44 1.28
N -1.11 -0.57 1.31
H -2.97 -0.07 0.89
H -1.42 -1.29 -1.48
H -3.10 -0.89 -1.50
H 0.59 -1.40 2.04
H -0.11 -2.33 0.66
H 0.51 1.40 1.75
H 1.94 1.64 2.28
O 1.25 2.03 1.74
H 0.66 0.68 -2.83
H 0.18 0.00 -1.72
O 0.60 -0.25 -2.56
H 2.36 1.86 0.04
H 2.99 0.73 -0.65
O 2.18 1.25 -0.69
*
```

Output
molecular weight	109.12	g mol⁻¹
HOMO-LUMO gap	9.8	eV
E_LUMO	0.30	eV
highest occupied orbital energy	-9.55	eV

Now the natural (NBO) charges, all in e:
1. C -0.0454
2. C -0.4212
3. C -0.0138
4. N -0.4481
5. H 0.1924
6. H 0.2024
7. H 0.2139
8. H 0.1634
9. H 0.1573
10. H 0.4932
11. H 0.4664
12. O -0.9555
13. H 0.4689
14. H 0.4655
15. O -0.9325
16. H 0.4830
17. H 0.4608
18. O -0.9506

=====

Entry x
This record from OMol25 describes a 3-piece molecular cluster, C3H11NO3 overall. The level of theory is ωB97M-V/def2-TZVPD.

```
! wB97M-V def2-TZVPD RIJCOSX def2/J DEFGRID3
* xyz 0 1
C 0.94 0.76 0.61
C -0.21 0.58 1.68
C -1.58 0.69 0.97
O -1.70 0.62 -0.23
N 1.61 2.07 0.80
H 0.73 0.48 -0.41
H 1.63 0.04 1.04
H -0.18 1.37 2.42
H -0.03 -0.44 2.03
H -2.42 1.06 1.61
H 2.39 1.93 1.42
H 1.84 2.54 -0.05
H -1.29 -1.90 -0.55
H -2.48 -1.43 -1.43
O -1.85 -2.14 -1.29
H 1.67 -2.56 -2.35
H 1.51 -1.14 -1.77
O 2.16 -1.83 -1.95
*
```

Output
molecular weight	109.12	g mol⁻¹
HOMO-LUMO gap	10.1	eV
E_LUMO	0.73	eV
highest occupied orbital energy	-9.37	eV

Now the natural (NBO) charges, all in e:
1. C -0.2178
2. C -0.5302
3. C 0.4530
4. O -0.5472
5. N -0.8595
6. H 0.2055
7. H 0.1765
8. H 0.2415
9. H 0.2301
10. H 0.1103
11. H 0.3639
12. H 0.3714
13. H 0.4670
14. H 0.4817
15. O -0.9469
16. H 0.4753
17. H 0.4671
18. O -0.9417

=====

The computed energies, referenced to the most stable structure and given in kJ/mol, are entry w 79.1; entry x 0.0.

=====

Entry w
This record from OMol25 describes an isolated ion of composition C2H6N2OP and charge +1. The level of theory is ωB97M-V/def2-TZVPD.

```
! wB97M-V def2-TZVPD RIJCOSX def2/J DEFGRID3
* xyz 1 1
C 1.09 -0.86 0.19
C -0.40 -0.97 0.11
N -2.23 1.35 0.38
N 1.29 0.57 0.11
O 2.27 1.20 -0.06
P -0.89 0.72 -0.23
H 1.60 -1.17 1.07
H 1.65 -1.38 -0.61
H -0.66 -1.50 -0.85
H -0.88 -1.48 1.05
H -2.54 2.36 0.40
H -0.30 1.15 -1.56
*
```

Output
molecular weight	105.06	g mol⁻¹
HOMO-LUMO gap	8.4	eV
E_LUMO	-6.24	eV
highest occupied orbital energy	-14.69	eV

Now the natural (NBO) charges, all in e:
1. C -0.3508
2. C -0.7912
3. N -1.0422
4. N 0.1526
5. O -0.0970
6. P 1.4492
7. H 0.2939
8. H 0.2796
9. H 0.2959
10. H 0.3306
11. H 0.4591
12. H 0.0203

=====

Entry x
This record from OMol25 describes an isolated ion of composition C2H6N2OP and charge +1. The level of theory is ωB97M-V/def2-TZVPD.

```
! wB97M-V def2-TZVPD RIJCOSX def2/J DEFGRID3
* xyz 1 1
C -0.75 0.73 0.28
C 0.77 0.44 0.18
N -0.75 -1.62 -0.18
N -1.52 -0.49 0.02
O -2.71 -0.50 0.06
P 0.97 -1.52 0.21
H -1.19 1.17 1.25
H -1.07 1.50 -0.63
H 1.40 0.91 -0.49
H 1.04 0.63 1.28
H -1.39 -2.49 -0.42
H 1.37 -1.65 -1.07
*
```

Output
molecular weight	105.06	g mol⁻¹
HOMO-LUMO gap	8.8	eV
E_LUMO	-5.96	eV
highest occupied orbital energy	-14.72	eV

Now the natural (NBO) charges, all in e:
1. C -0.3138
2. C -0.6697
3. N -0.6096
4. N 0.4122
5. O -0.2066
6. P 0.8235
7. H 0.2959
8. H 0.2998
9. H 0.2674
10. H 0.2611
11. H 0.4768
12. H -0.0369

=====

The computed energies, referenced to the most stable structure and given in kJ/mol, are entry w 89.9; entry x 0.0.